{
  "formula": "C55H54ClFMoN3O5STe",
  "method": "the ωB97M-V functional and the def2-TZVPD basis",
  "charge": -1,
  "spin_multiplicity": 3,
  "e_homo_ev": [-5.25, -5.25],
  "symbols": ["Te", "Mo", "Cl", "S", "F", "O", "O", "O", "O", "O", "N", "N", "N", "C", "C", "C", "C", "C", "C", "C", "C", "C", "C", "C", "C", "C", "C", "C", "C", "C", "C", "C", "C", "C", "C", "C", "C", "C", "C", "C", "C", "C", "C", "C", "C", "C", "C", "C", "C", "C", "C", "C", "C", "C", "C", "C", "C", "C", "C", "C", "C", "C", "C", "C", "C", "C", "C", "C", "H", "H", "H", "H", "H", "H", "H", "H", "H", "H", "H", "H", "H", "H", "H", "H", "H", "H", "H", "H", "H", "H", "H", "H", "H", "H", "H", "H", "H", "H", "H", "H", "H", "H", "H", "H", "H", "H", "H", "H", "H", "H", "H", "H", "H", "H", "H", "H", "H", "H", "H", "H", "H", "H"],
  "xyz": [[-2.67607, 2.85865, -2.64924], [0.81317, -1.01503, -0.82689], [4.91888, 6.85719, 5.02007], [2.46248, 0.71512, -4.86231], [2.15149, -0.01841, 0.29945], [-1.00741, -0.46750, 2.22499], [3.85813, 3.80164, -1.02675], [6.26058, 2.38324, -0.95923], [-0.64289, 0.96961, 4.40783], [1.89805, 4.13183, 0.00667], [-0.89229, -0.23228, -0.76443], [0.58241, -2.91054, -0.63810], [1.82346, -0.51138, -2.40394], [1.18521, -3.47412, 2.92598], [3.45067, 6.82429, 2.68867], [-2.05692, 4.15166, 3.30524], [1.28852, -3.03972, 1.57761], [-4.10702, 0.44108, 0.74742], [-1.38263, 3.18723, 4.05324], [-1.36541, 4.56315, -2.54548], [2.90666, -5.45068, -2.56955], [-2.84282, -1.59884, -1.12008], [-1.47153, 1.75285, 3.89463], [-2.13578, -0.60418, -0.38090], [-4.58405, 1.27627, 1.74200], [3.80989, 5.09421, 1.01278], [-4.51191, -3.38141, -1.15902], [0.00771, 4.53647, -2.22733], [5.06311, 4.81451, 1.53676], [5.35978, 5.36188, 2.83667], [2.05204, -2.86220, 4.00741], [-1.25968, 7.03106, -2.77867], [0.76122, 5.72087, -2.37107], [-2.40988, -1.98165, -2.38558], [0.36744, -5.59997, -4.14862], [-0.10527, 5.01027, 5.05908], [-3.94938, -2.30576, -0.53286], [-1.99435, 5.82039, -2.76500], [0.55349, -6.27650, -2.77841], [-2.17345, -5.23908, 2.91760], [-2.72639, 0.05211, 0.73418], [2.00416, -6.70989, -2.52870], [-0.82116, -4.16407, 1.03525], [-4.02293, -3.79091, -2.38068], [2.81838, -4.84130, -3.98134], [4.59225, 6.38591, 3.40146], [-2.11921, 5.45756, 3.78715], [-0.94020, -4.63241, 2.34434], [-2.00862, 0.25522, 1.97438], [0.18004, 6.92031, -2.70099], [1.02475, -3.43684, -3.15328], [-0.50669, 1.15816, -1.20464], [0.08354, -5.25601, -1.73330], [2.97680, 6.11682, 1.62249], [2.46898, -4.48772, -1.45700], [2.07172, 0.13543, -3.42162], [-0.24965, 3.67966, 4.73244], [1.36463, -4.46214, -4.22196], [-2.98948, -3.08661, -2.94626], [-6.04129, 1.76499, 1.75011], [0.30495, -3.41725, 0.65485], [-0.91540, 1.53707, -2.61857], [-3.76648, 1.76121, 2.81050], [-1.11696, 5.87758, 4.67532], [0.08937, -4.29515, 3.28357], [1.01851, -3.99840, -1.70735], [3.14804, 4.35190, -0.15913], [-2.48558, 1.25530, 2.90077], [3.24821, -5.62742, -4.65252], [-1.84535, -6.27695, 3.29676], [0.76033, 7.79839, -2.90925], [3.96687, -5.70269, -2.30388], [-2.31500, -4.65218, 3.81997], [-4.22045, -2.04372, 0.46354], [-6.10412, 2.82043, 1.43536], [-2.83757, 6.20781, 3.46944], [-1.16278, 0.73077, -3.28330], [-1.74081, 8.02045, -2.81712], [3.13201, -3.61438, -1.32023], [-0.94582, -4.84455, -1.92275], [-4.50817, -4.69822, -2.83743], [2.34145, -7.33450, -3.33147], [-0.12149, 2.15111, -3.05171], [1.82023, 5.61213, -2.19838], [-1.62686, -4.31109, 0.30683], [-1.55005, -1.50192, -2.92210], [0.09610, -2.90463, -3.50518], [-1.06145, 6.89718, 5.00561], [5.82595, 4.13573, 1.04398], [5.44734, 2.92459, -0.96853], [1.37758, -2.19507, 4.60290], [6.27388, 5.06273, 3.27794], [-4.83458, 0.09919, -0.01828], [5.99456, 1.48976, -0.63431], [-0.15636, -7.15215, -2.73253], [2.55175, -4.98792, -0.49171], [-2.97310, -5.32049, 2.17649], [0.48548, 3.59175, -1.82039], [0.78783, 5.26750, 5.61003], [-5.36233, -3.85141, -0.75290], [-6.59317, 1.12623, 1.03209], [-0.05961, -4.62954, 4.33426], [-0.65103, -5.11832, -4.27600], [2.13373, -7.27369, -1.61817], [-2.52183, -3.45624, -3.88121], [1.85534, -2.68223, -3.25477], [2.93424, -2.28065, 3.60618], [2.01940, 6.34704, 1.17515], [2.12005, -2.50668, 1.17625], [-3.05456, 5.91060, -3.02363], [0.48564, 2.98634, 5.16745], [-2.48986, 3.84570, 2.38635], [2.86158, 7.67164, 3.13500], [2.44225, -3.67186, 4.65267], [-6.47503, 1.63154, 2.74283], [1.19137, -4.00164, -5.20207], [0.50776, -6.23113, -5.00429], [-4.12725, 2.53841, 3.47213], [-0.85529, 1.88443, -0.47443], [3.43579, -3.90745, -4.19194], [0.60751, 1.25191, -1.12040], [0.04800, -5.68944, -0.73096]],
  "atomic_forces_ev_per_a": [[1.4, 0.1, 0.1], [2.1, 0.3, 2.9], [0.1, 0.6, 0.4], [-0.3, 0.0, 0.8], [-1.3, -1.4, -1.1], [-1.3, 1.0, -0.6], [0.4, 0.7, -0.2], [0.2, -1.2, 0.5], [-2.1, 1.9, -0.5], [1.4, 1.0, -0.3], [-0.2, 1.0, -1.2], [0.2, -1.7, -3.1], [0.8, 2.2, -3.9], [-0.9, 0.4, -0.4], [-0.6, 1.0, 2.1], [-0.9, 0.1, 1.0], [-1.3, -1.8, 1.1], [-0.7, 0.4, 0.7], [2.5, 1.7, -0.3], [-0.1, 1.1, 0.2], [1.0, 0.3, 0.9], [-1.1, -1.1, -0.1], [1.6, -2.9, -0.3], [-0.8, 1.6, 1.7], [-1.3, 0.1, -0.2], [-1.3, 1.2, -0.1], [0.1, 0.7, -0.4], [-0.8, -0.8, 0.2], [0.2, 0.1, 1.0], [-0.5, 0.7, -1.7], [0.4, 0.0, 0.0], [1.4, -1.5, 0.1], [-0.1, -1.1, 0.1], [0.8, 0.4, 0.0], [-0.2, 0.7, 0.4], [-0.2, -0.5, -0.4], [1.8, 0.7, -0.3], [0.6, 0.9, -0.3], [-1.7, -0.6, -0.2], [1.5, -2.0, 0.4], [-1.1, -0.2, -1.0], [0.1, 1.2, -0.6], [-0.2, 0.1, -0.1], [-0.9, -1.3, -0.4], [1.0, -0.2, -0.6], [-0.2, -1.7, -1.9], [1.2, 0.5, 0.2], [1.7, 1.5, 0.2], [2.7, -1.4, 0.0], [-2.3, 0.3, 0.0], [0.4, 2.2, -0.4], [0.1, -0.1, 0.8], [-0.4, 1.4, 0.8], [1.7, -1.0, -1.0], [-0.4, 0.8, 0.5], [-0.3, -2.4, 2.1], [-0.2, -0.9, 1.6], [-0.3, 0.0, -0.4], [0.9, -1.1, -2.2], [0.6, -0.8, -0.9], [1.1, 0.4, 0.9], [-0.7, 0.8, 0.3], [1.7, -1.1, -1.0], [-0.2, 0.0, -0.1], [0.0, 0.2, -0.8], [-0.2, -0.1, -0.2], [-1.3, -2.2, 1.0], [-0.7, 1.0, 1.2], [-0.6, 0.6, 0.1], [-0.9, 1.2, -0.6], [0.3, 0.3, 0.3], [-0.8, -0.1, -0.5], [-1.1, 0.0, -0.1], [-0.3, 0.1, 0.5], [-0.1, -0.4, 0.2], [0.2, -0.3, -0.5], [0.2, -0.5, -0.1], [0.2, -0.7, -0.3], [-0.1, -0.2, -0.6], [0.7, -0.7, -0.1], [0.9, 1.1, 0.2], [0.1, -0.7, -0.6], [-0.3, -0.2, -0.2], [0.2, 0.2, 0.0], [0.3, 0.0, 0.3], [-1.0, -0.3, 0.8], [0.6, -0.5, 0.9], [-0.2, 0.4, 0.1], [-1.3, 0.7, 0.6], [-0.4, 0.0, 0.0], [0.8, -0.4, -0.4], [0.7, -0.3, 0.7], [0.8, 0.4, 0.3], [0.1, 1.3, -0.4], [0.8, 0.6, 0.1], [-0.3, -0.3, 0.1], [-0.1, 0.1, 0.6], [-0.3, 1.7, -0.7], [-0.1, 0.5, 0.0], [-0.7, -0.6, 0.6], [0.0, 0.6, 0.4], [0.3, 0.4, -0.8], [0.8, -0.8, 0.4], [-0.1, 0.0, 0.5], [-0.6, 0.2, 0.5], [-1.0, -0.4, 0.4], [-1.1, -0.6, 0.4], [0.1, -0.1, -0.1], [0.6, 0.5, 0.3], [0.2, -0.3, 0.4], [-0.6, 0.1, -0.5], [-1.1, 0.0, -0.4], [0.5, -1.0, -0.5], [-0.1, 0.5, -0.1], [0.0, 0.2, -0.1], [0.5, 0.2, 0.1], [0.1, -0.8, -0.3], [0.0, -0.2, 0.1], [-0.1, 0.0, 0.2], [-0.5, -1.1, 0.8], [-0.4, -0.1, 0.1], [0.1, -0.1, -0.1]],
  "mulliken_spin": [0.00, 1.43, 0.00, 0.14, 0.03, 0.17, 0.00, 0.00, 0.01, 0.00, 0.07, 0.09, -0.05, 0.03, 0.00, 0.00, -0.01, -0.09, 0.00, 0.00, 0.00, -0.02, 0.01, -0.03, 0.10, 0.00, 0.02, 0.00, 0.00, 0.00, 0.00, 0.00, 0.00, 0.01, 0.00, 0.00, -0.03, 0.00, 0.00, 0.00, 0.10, 0.00, -0.03, -0.04, 0.00, 0.00, 0.00, 0.00, 0.01, 0.00, 0.06, -0.05, 0.00, 0.00, 0.00, 0.11, 0.00, 0.01, 0.03, -0.01, 0.07, 0.00, -0.02, 0.00, 0.00, -0.11, 0.00, 0.03, 0.00, 0.00, 0.00, 0.00, 0.00, -0.01, 0.01, 0.00, -0.01, 0.00, -0.02, -0.01, 0.00, 0.00, 0.00, 0.00, 0.00, -0.02, -0.05, 0.00, 0.00, 0.00, 0.00, 0.00, 0.00, 0.00, 0.00, 0.00, 0.00, 0.00, 0.00, 0.00, 0.00, 0.00, 0.00, 0.00, 0.00, 0.03, 0.00, 0.00, -0.01, 0.00, 0.00, 0.00, 0.00, 0.00, 0.00, 0.00, 0.00, 0.00, -0.02, 0.00, 0.03, 0.00]
}